No. 1
{"formula": "C4H4O4", "method": "ωB97M-V/def2-TZVPD", "species": ["C", "C", "C", "O", "O", "C", "O", "O", "H", "H", "H", "H"], "positions_angstrom": [[-1.279445, 0.208052, 0.146244], [0.096398, -0.047546, -0.459677], [1.122252, 1.250669, 0.037669], [0.927986, 1.634152, 1.208350], [1.590280, 1.932268, -0.886786], [0.638339, -1.445465, 0.052328], [-0.084888, -2.068561, 0.861866], [1.779734, -1.722926, -0.418149], [-1.233214, -0.610326, 0.975545], [-2.140755, -0.172583, -0.459930], [-1.545084, 1.242023, 0.443881], [0.128402, -0.199755, -1.501345]], "forces_ev_per_a": [[-0.892, -1.620, 0.736], [1.452, 0.634, 2.396], [-3.483, -0.152, -0.922], [0.704, -0.682, 0.636], [1.145, -0.179, -0.737], [0.805, 1.498, -0.380], [0.423, -0.961, 0.045], [-0.726, -0.712, 0.406], [-0.579, 1.971, -0.600], [0.554, 0.235, -0.172], [0.536, -0.597, 0.079], [0.061, 0.566, -1.486]], "e_above_lowest_kj_mol": 140.01, "gap_ev": 7.1, "homo_ev": 0.1, "charge": -2, "smiles": "CC(C(=O)[O-])C(=O)[O-]"}

No. 2
{"formula": "C19H43B2CrF8NO13", "method": "ωB97M-V/def2-TZVPD", "species": ["Cr", "N", "H", "H", "H", "H", "C", "C", "C", "O", "H", "H", "H", "H", "H", "H", "H", "B", "F", "F", "F", "F", "B", "F", "F", "F", "F", "C", "C", "O", "C", "O", "O", "C", "H", "H", "H", "H", "H", "H", "H", "H", "C", "C", "O", "C", "O", "O", "C", "H", "H", "H", "H", "H", "H", "H", "H", "C", "C", "O", "C", "O", "O", "C", "H", "H", "H", "H", "H", "H", "H", "H", "C", "C", "O", "C", "O", "O", "C", "H", "H", "H", "H", "H", "H", "H", "H"], "positions_angstrom": [[0.603161, -1.456753, 2.202308], [-2.138918, 2.604674, 1.129493], [-1.964580, 2.939773, 2.083891], [-2.943348, 1.990865, 1.219452], [-1.293565, 2.130206, 0.789390], [-2.309033, 3.443946, 0.533383], [-2.169321, -4.258327, 3.421307], [-1.469445, -3.672545, 2.208993], [-2.254414, -3.894888, 0.885119], [-1.180109, -2.323857, 2.371830], [-1.488161, -4.409985, 4.254580], [-2.551585, -5.254563, 3.157072], [-3.044727, -3.646542, 3.637334], [-0.524401, -4.230059, 2.028443], [-2.131428, -3.036355, 0.227010], [-3.291861, -4.220822, 0.977089], [-1.748609, -4.715472, 0.352141], [-0.028462, 0.394162, -0.162218], [-1.201146, 0.153232, 0.595181], [-0.365188, 0.062868, -1.472881], [0.353090, 1.734962, 0.021610], [1.000383, -0.492008, 0.321847], [-0.557811, 0.803324, 4.298528], [-0.904057, -0.374190, 4.942590], [0.328825, 1.588763, 5.022804], [0.107990, 0.454700, 3.042545], [-1.739833, 1.530813, 3.992675], [-4.125753, 0.435002, -2.533399], [-2.947385, -0.525799, -2.740568], [-2.018350, 0.020277, -3.680656], [-2.355033, 0.090564, -4.952073], [-3.416793, -0.224182, -5.400430], [-1.329089, 0.585509, -5.628943], [-1.448173, 0.556491, -7.046310], [-4.738507, 0.589748, -3.415110], [-3.696717, 1.404590, -2.259024], [-4.681446, 0.142185, -1.641755], [-3.316419, -1.538721, -2.888562], [-2.406069, -0.455457, -1.805177], [-1.653119, 1.561391, -7.408342], [-2.237558, -0.099662, -7.402323], [-0.496099, 0.183669, -7.414004], [0.286634, 3.137871, -2.973148], [-1.200627, 3.296093, -2.788421], [-1.523527, 4.699443, -2.605303], [-2.297425, 5.091289, -1.636763], [-2.899902, 4.419100, -0.812960], [-2.390951, 6.405508, -1.694954], [-3.047665, 7.105922, -0.635346], [0.466426, 2.129885, -3.353308], [0.867413, 3.394086, -2.093784], [0.606196, 3.710742, -3.850743], [-1.618759, 2.655921, -2.015308], [-1.698227, 3.009781, -3.716726], [-3.369022, 8.041603, -1.076623], [-2.314176, 7.300338, 0.146544], [-3.874256, 6.517710, -0.246752], [4.501019, -4.224683, 2.287094], [3.174205, -4.976355, 2.202776], [2.669545, -4.990354, 0.840187], [1.877974, -4.004546, 0.486669], [1.653509, -3.026529, 1.181307], [1.423183, -4.175398, -0.734064], [0.617396, -3.121784, -1.277268], [5.091868, -4.651363, 3.093113], [4.368714, -3.163134, 2.503158], [4.952075, -4.276283, 1.295857], [2.427476, -4.535716, 2.856912], [3.355865, -6.033893, 2.365170], [-0.280522, -2.966386, -0.683404], [0.305774, -3.510920, -2.244806], [1.116082, -2.171302, -1.444302], [3.495791, 1.698544, 0.137101], [4.144411, 0.377167, 0.532110], [4.485753, 0.382181, 1.935770], [3.586046, 0.016431, 2.837743], [2.565474, -0.568364, 2.571111], [3.968343, 0.243201, 4.071602], [5.167279, 0.937428, 4.367872], [4.310670, 2.422559, 0.044622], [2.956632, 2.056682, 1.015443], [2.858723, 1.629757, -0.733407], [5.105484, 0.147754, 0.084051], [3.415744, -0.411881, 0.335688], [5.591278, 0.499871, 5.272367], [4.887115, 1.958147, 4.630430], [5.988027, 0.952350, 3.657859]], "forces_ev_per_a": [[-1.264, -0.599, 0.971], [0.225, 1.402, 0.794], [0.250, -0.369, 0.055], [0.133, -0.252, -0.437], [-0.177, -0.356, 0.183], [-0.434, -0.640, -0.085], [-0.301, -0.719, -0.730], [0.494, 0.346, -0.820], [0.640, -0.863, -0.207], [1.332, 0.639, 0.034], [-0.127, 0.448, 0.235], [0.050, 0.034, 0.046], [0.188, 0.139, 0.407], [-0.076, -0.103, 0.378], [-0.408, 0.243, 0.239], [-0.103, 0.432, 0.162], [-0.238, -0.043, 0.004], [-0.941, -0.934, -0.013], [0.353, 0.171, 0.040], [0.956, 0.484, 0.099], [-0.035, -0.134, -0.246], [-0.153, 0.975, -0.928], [-0.577, -0.126, 0.623], [0.352, 0.251, -0.121], [-0.103, -0.077, -0.175], [-0.127, -0.236, -0.231], [0.412, 0.141, -0.427], [0.665, 0.392, 0.204], [-1.157, 1.332, 1.098], [0.637, -0.419, 0.224], [-0.337, -0.106, 0.537], [-0.730, -0.355, -0.621], [0.322, 0.007, -0.088], [0.121, 0.033, -0.443], [-0.242, -0.271, 0.084], [-0.015, 0.093, -0.141], [-0.304, -0.264, -0.281], [0.488, -0.080, -0.726], [0.257, -0.554, -0.063], [0.124, 0.053, -0.049], [-0.105, -0.060, 0.302], [0.066, 0.199, -0.123], [-0.137, -0.036, -1.053], [-0.164, -0.360, -0.639], [0.400, -0.404, -0.050], [-0.694, 0.358, 0.428], [0.451, -0.297, -0.046], [0.261, 0.429, -0.343], [0.170, -0.251, 0.003], [0.019, -0.280, 0.728], [0.090, -0.167, 0.027], [-0.016, 0.498, 0.393], [0.078, 0.297, 0.314], [-0.045, 0.021, 0.044], [-0.148, 0.035, 0.072], [-0.097, 0.014, 0.092], [-0.076, 0.121, -0.001], [-0.708, 0.371, -0.234], [0.499, 0.168, -0.332], [-0.279, -0.021, -0.073], [0.135, 0.550, -0.105], [-0.159, 0.021, 0.340], [0.405, -0.048, 0.281], [-0.905, -0.064, -0.726], [0.325, -0.074, -0.236], [-0.189, -0.033, 0.028], [0.508, -0.280, 0.266], [-0.122, -0.337, 0.094], [-0.252, -0.002, 0.378], [0.183, 0.040, 0.191], [0.024, 0.006, 0.024], [0.417, -0.173, 0.360], [1.443, 0.274, 1.109], [-0.946, -0.510, -0.042], [0.125, 0.499, 0.239], [0.587, -0.398, -0.583], [-0.435, -0.186, 0.106], [-0.173, -0.483, -0.109], [0.685, 0.872, 1.243], [-0.249, 0.172, -0.544], [-0.542, -0.149, -0.272], [0.001, 0.042, -0.093], [-0.120, 0.148, -0.417], [0.309, -0.230, 0.149], [-0.339, -0.193, 0.018], [0.094, 0.053, -0.185], [-0.528, -0.268, -0.611]], "multiplicity": 5, "gap_ev": [7.6, 8.2], "homo_ev": [-7.3, -8.0], "charge": 0}

No. 3
{"formula": "C42H39Cl3IN8O6SSbV", "method": "ωB97M-V/def2-TZVPD", "species": ["V", "C", "C", "C", "C", "C", "C", "N", "Sb", "C", "C", "C", "C", "C", "C", "N", "C", "C", "C", "C", "C", "C", "N", "H", "H", "H", "H", "H", "H", "H", "H", "H", "H", "H", "H", "H", "H", "H", "H", "H", "H", "I", "C", "C", "C", "C", "C", "C", "C", "O", "O", "H", "H", "H", "H", "Cl", "C", "Cl", "Cl", "C", "N", "C", "C", "S", "O", "O", "C", "C", "N", "C", "N", "C", "C", "N", "O", "O", "C", "H", "H", "H", "H", "H", "H", "H", "H", "H", "H", "H", "H", "H", "N", "C", "C", "C", "C", "C", "C", "C", "H", "H", "H", "H"], "positions_angstrom": [[0.221554, -1.543976, 0.341592], [2.928403, -3.433017, -0.832917], [1.670022, -3.840700, -1.540068], [1.799932, -4.898284, -2.447820], [0.710304, -5.382595, -3.127213], [-0.516075, -4.787333, -2.875614], [-0.587927, -3.741734, -1.970534], [0.477776, -3.256035, -1.303536], [-2.586916, -3.034480, -1.719035], [-2.666972, -2.874632, 0.438026], [-3.882206, -3.359301, 0.902814], [-4.144720, -3.376037, 2.263052], [-3.163478, -2.909701, 3.103543], [-1.956479, -2.429708, 2.589644], [-0.976461, -1.887610, 3.586409], [-1.700631, -2.409899, 1.263935], [-2.333175, -0.993076, -2.342570], [-3.465254, -0.189092, -2.428779], [-3.316939, 1.101938, -2.906557], [-2.060359, 1.519223, -3.312766], [-0.986195, 0.635451, -3.235429], [0.382367, 1.022583, -3.703315], [-1.128151, -0.600304, -2.742433], [3.755785, -3.451405, -1.543390], [3.150650, -4.151431, -0.040581], [2.852115, -2.450128, -0.395422], [2.782426, -5.327416, -2.592411], [0.802070, -6.204587, -3.825373], [-1.412349, -5.134715, -3.373217], [-4.617892, -3.727048, 0.199605], [-5.085695, -3.747076, 2.647662], [-3.306887, -2.901618, 4.175242], [-1.128957, -2.375496, 4.548128], [-1.157546, -0.819193, 3.724992], [0.051037, -2.035036, 3.273726], [-4.436158, -0.563058, -2.125885], [-4.169411, 1.766772, -2.980117], [-1.909639, 2.513706, -3.714749], [0.382923, 2.004422, -4.176037], [0.754221, 0.286159, -4.415181], [1.077943, 1.026846, -2.865024], [6.876040, 0.448825, -5.356241], [5.442491, 0.412207, -3.834520], [4.423937, -0.528708, -3.879839], [3.477328, -0.548254, -2.866833], [3.540047, 0.364882, -1.820427], [4.566314, 1.300470, -1.793291], [5.523852, 1.328284, -2.796137], [2.511405, 0.351290, -0.709080], [2.534357, 1.250814, 0.133319], [1.638153, -0.581908, -0.800027], [4.370409, -1.237604, -4.695165], [2.671419, -1.270742, -2.879057], [4.603367, 2.002699, -0.971293], [6.325469, 2.053521, -2.768720], [2.045585, 3.075119, 2.620349], [1.105734, 1.811465, 3.405464], [-0.411974, 2.493193, 4.054805], [2.034888, 1.062451, 4.710565], [0.737701, 0.775845, 2.449816], [0.453575, -0.056750, 1.718950], [0.022588, 7.824043, 0.565315], [-0.429221, 6.395608, 0.835916], [-2.146288, 6.396432, 1.325018], [-2.930399, 6.889682, 0.220606], [-2.239321, 7.016646, 2.618588], [-2.527326, 4.665085, 1.524097], [-2.789503, 3.984056, 0.185541], [-2.723709, 2.532409, 0.317989], [-1.621280, 1.788230, 0.055659], [-1.833166, 0.499525, 0.274473], [-3.119608, 0.393363, 0.693348], [-3.686793, 1.632368, 0.726353], [-5.003151, 1.974258, 1.143969], [-5.754983, 1.053032, 1.396296], [-5.278339, 3.158188, 1.271973], [-0.330240, 2.385863, -0.371035], [1.067135, 7.825499, 0.257600], [-0.075164, 8.433087, 1.462390], [-0.573836, 8.271775, -0.227941], [0.124784, 5.936537, 1.656299], [-0.342570, 5.767335, -0.052485], [-3.409593, 4.632514, 2.163732], [-1.692051, 4.209468, 2.059459], [-2.036966, 4.262268, -0.549920], [-3.758662, 4.275920, -0.202364], [-3.585114, -0.538646, 0.964635], [0.010630, 3.139316, 0.343194], [-0.415173, 2.860178, -1.351409], [0.432311, 1.612428, -0.421869], [4.544878, -6.006335, 4.657299], [3.886786, -5.323923, 4.005691], [3.062881, -4.473765, 3.192392], [1.918883, -4.983217, 2.579049], [1.133829, -4.149716, 1.797160], [1.434007, -2.794707, 1.582710], [2.592678, -2.324570, 2.224294], [3.399281, -3.132129, 3.010286], [1.659254, -6.025543, 2.720821], [0.251998, -4.583623, 1.329219], [2.895322, -1.288073, 2.088670], [4.292059, -2.739343, 3.481950]], "forces_ev_per_a": [[-0.102, -0.477, -0.472], [0.021, 0.060, -0.149], [-0.019, -0.046, -0.009], [-0.003, 0.013, -0.034], [0.016, 0.004, 0.020], [-0.009, 0.008, -0.006], [-0.066, 0.070, -0.035], [0.091, -0.047, 0.189], [0.016, 0.026, -0.027], [-0.001, -0.029, -0.045], [-0.001, 0.016, -0.001], [0.023, 0.008, 0.013], [-0.034, 0.000, -0.009], [-0.021, 0.013, -0.015], [0.014, -0.020, -0.028], [-0.045, -0.076, 0.125], [0.003, -0.008, -0.022], [0.005, 0.022, 0.011], [-0.009, -0.018, 0.004], [-0.002, -0.005, -0.016], [-0.011, 0.011, 0.018], [-0.004, 0.014, 0.008], [-0.001, -0.030, -0.004], [0.017, 0.003, -0.024], [-0.005, 0.039, -0.017], [0.022, 0.059, -0.042], [0.000, 0.000, -0.010], [0.007, 0.007, -0.007], [0.000, 0.001, 0.003], [0.004, -0.001, -0.006], [0.000, 0.003, 0.004], [-0.002, 0.001, 0.001], [0.001, -0.002, -0.001], [0.009, 0.002, 0.005], [0.011, 0.016, -0.010], [-0.002, 0.004, 0.009], [-0.002, -0.003, -0.001], [0.000, -0.005, -0.002], [0.004, -0.005, 0.008], [0.009, -0.010, -0.012], [0.002, 0.002, 0.011], [-0.023, -0.001, 0.026], [0.027, -0.003, -0.035], [-0.006, 0.005, -0.008], [-0.006, -0.018, 0.031], [0.091, -0.096, 0.098], [0.008, -0.008, -0.012], [-0.007, 0.011, 0.006], [-0.204, 0.089, -0.291], [0.174, -0.079, 0.123], [0.108, 0.036, 0.022], [-0.002, 0.001, 0.004], [-0.013, -0.003, -0.004], [0.000, 0.001, 0.005], [-0.001, 0.003, -0.004], [-0.024, 0.000, 0.008], [-0.039, 0.034, 0.093], [0.006, -0.007, 0.002], [-0.022, 0.007, -0.028], [0.163, -0.009, -0.105], [0.027, 0.377, 0.497], [0.008, -0.004, -0.004], [-0.031, -0.004, 0.020], [0.046, -0.053, -0.004], [-0.003, 0.001, -0.006], [-0.001, 0.001, 0.008], [-0.001, 0.037, -0.013], [0.043, 0.001, 0.030], [-0.075, -0.030, -0.069], [0.073, 0.053, 0.041], [-0.013, -0.055, -0.126], [-0.008, 0.005, 0.051], [0.033, -0.001, -0.033], [0.086, -0.005, 0.337], [-0.041, 0.002, -0.122], [-0.041, 0.000, -0.127], [-0.042, -0.024, -0.088], [0.001, -0.002, 0.002], [-0.004, 0.004, -0.002], [0.001, 0.002, 0.000], [-0.001, 0.000, 0.003], [-0.008, 0.006, -0.004], [-0.005, 0.013, -0.006], [0.000, 0.002, -0.012], [-0.011, 0.000, -0.003], [-0.006, -0.002, 0.000], [-0.014, -0.007, -0.019], [0.025, -0.003, 0.009], [-0.013, 0.008, 0.010], [-0.072, 0.053, 0.031], [-0.003, 0.003, 0.000], [0.005, -0.007, 0.002], [0.001, 0.001, -0.018], [-0.005, -0.007, 0.005], [-0.019, 0.025, 0.068], [-0.080, 0.040, 0.108], [-0.030, -0.043, 0.085], [0.004, 0.029, -0.013], [0.000, 0.000, -0.001], [0.000, 0.002, -0.003], [0.005, 0.001, 0.006], [0.000, 0.000, 0.001]], "multiplicity": 4, "e_above_lowest_kj_mol": 21.21, "gap_ev": [6.3, 7.8], "homo_ev": [-7.2, -8.6], "charge": 0}

No. 4
{"formula": "C7H11N2O4", "method": "ωB97M-V/def2-TZVPD", "species": ["C", "C", "C", "C", "C", "C", "C", "N", "N", "O", "O", "O", "O", "H", "H", "H", "H", "H", "H", "H", "H", "H", "H", "H"], "positions_angstrom": [[-2.322082, -0.206182, -0.930045], [1.768009, 1.179961, -0.743493], [1.271328, -0.217178, -1.005269], [0.961164, 1.556743, 0.466056], [1.721427, -1.307652, 0.040947], [0.780615, 0.462923, 1.514889], [1.125617, -0.838001, 1.403346], [-2.877387, 1.014480, -1.087649], [-2.443823, -0.994818, 0.058092], [-2.119611, 1.909202, -0.715055], [-3.882423, 1.192014, -1.765682], [-1.564548, -2.121481, 0.023163], [-3.022553, -0.977814, 1.134999], [2.789773, 1.219689, -0.516853], [1.421330, 1.736171, -1.527625], [0.116344, -0.259268, -0.983595], [1.613805, -0.742506, -1.870174], [1.271741, 2.526046, 0.890304], [-0.120751, 1.907641, 0.298729], [1.304098, -2.204545, -0.135321], [2.742578, -1.531000, 0.000382], [0.280454, 0.893808, 2.492110], [-1.868749, -2.761145, 0.659290], [1.053639, -1.437096, 2.298449]], "forces_ev_per_a": [[0.779, -2.802, -0.685], [-2.123, -2.276, 1.802], [-0.974, -3.042, 0.682], [-2.289, 1.379, 1.578], [-1.681, 4.295, 2.101], [-0.154, 0.788, 1.772], [1.101, 1.898, -0.620], [0.355, -0.058, -0.004], [1.136, 0.193, -0.964], [-0.210, 1.625, 0.378], [-0.588, 0.213, 0.111], [1.462, -0.019, -2.119], [-2.187, 0.648, 2.529], [1.659, 0.215, -0.082], [-0.115, 1.916, -2.199], [1.785, 0.261, -0.332], [0.128, 0.532, -1.526], [0.689, -0.497, 0.493], [1.284, -0.951, -0.790], [-1.994, -3.087, -1.171], [2.014, 0.290, 0.354], [1.015, -1.218, -1.870], [-0.905, 0.204, 0.728], [-0.187, -0.505, -0.166]], "e_above_lowest_kj_mol": 850.63, "gap_ev": 7.9, "homo_ev": -4.3, "charge": -1}